{
  "formula": "C7H12N2",
  "method": "the ωB97M-V functional and the def2-TZVPD basis",
  "charge": 0,
  "smiles": "C1N[C@@H]2CN3C[C@H]3C[C@H]12",
  "max_force_ha_per_bohr": 0.111,
  "relative_energy_kcal_mol": 114.6,
  "lumo_energy_ev": 1.045,
  "orbital_gap_ev": 9.3,
  "homo_ev": -8.213,
  "symbols": ["C", "N", "C", "C", "N", "C", "C", "C", "C", "H", "H", "H", "H", "H", "H", "H", "H", "H", "H", "H", "H"],
  "positions_angstrom": [[-1.503, -0.503, 1.233], [-0.489, 0.304, 1.715], [0.575, -0.554, 1.092], [1.478, 0.431, 0.449], [0.599, 1.328, -0.385], [0.747, 1.510, -1.816], [-0.391, 0.674, -1.159], [-0.360, -0.940, -1.099], [-0.500, -1.358, 0.382], [-1.988, -1.229, 1.915], [-2.184, 0.159, 0.624], [-0.419, 0.562, 2.622], [1.131, -1.352, 1.710], [2.630, 0.107, 0.026], [1.579, 1.387, 1.289], [0.489, 2.528, -2.157], [1.160, 0.866, -2.612], [-1.427, 1.156, -1.106], [-1.246, -1.367, -1.688], [0.462, -1.325, -1.539], [-0.343, -2.384, 0.503]],
  "mulliken_charge": [-0.659, -0.309, 0.165, -0.816, -0.088, -0.587, -0.052, -1.085, -0.157, 0.354, 0.179, 0.147, 0.367, 0.207, 0.278, 0.261, 0.316, 0.214, 0.335, 0.441, 0.488]
}